# C6H4O

One molecule with the formula C6H4O at a distorted geometry (ωB97M-V with the def2-TZVPD basis set, the OMol25 dataset).

```
11
Properties=species:S:1:pos:R:3:forces:R:3:lowdin_charge:R:1
C -1.528307 -1.505174 -2.715984 0.29 0.17 0.46 0.06
C -1.007091 -1.002563 -1.677831 -0.44 -0.57 -0.49 -0.18
C -0.487063 -0.434787 -0.581026 0.00 -0.10 -0.08 -0.32
C 0.661092 -0.837184 0.238057 -0.06 0.05 0.01 0.01
C 0.972016 0.198600 1.022537 -0.08 0.02 -0.34 0.00
C 0.072876 1.349909 0.621180 0.10 0.17 -0.09 -0.12
O -0.977580 0.710803 -0.110636 -0.12 -0.15 -0.33 0.01
H 0.474525 2.005972 -0.216070 0.22 -0.22 1.68 0.17
H 1.117892 -1.815182 0.161884 -0.09 0.15 0.11 0.13
H 1.685271 0.191632 1.845592 -0.01 0.28 -0.47 0.12
H -0.359515 1.873514 1.482081 0.19 0.20 -0.47 0.13
```
Positions in Å, forces in eV/Å.

The value obtained for the HOMO energy is -9.647 eV. The HOMO-LUMO gap comes out at 8.486 eV.

***

# C5H7O5S2

C5H7O5S2 as an isolated structure at a distorted geometry (ωB97M-V with the def2-TZVPD basis set, the OMol25 dataset).

```
19
Properties=species:S:1:pos:R:3:forces:R:3:lowdin_charge:R:1
C 2.201023 -1.230216 0.314539 -2.54 -0.48 0.63 -0.56
C 0.557417 -1.332781 0.506818 2.34 1.23 -3.29 -0.40
C -0.031363 0.026514 -0.000854 -0.68 -0.26 0.66 -0.79
C -2.248669 1.330661 -0.122835 0.25 1.48 -0.02 -0.10
C -1.524406 0.112379 0.407751 1.72 2.78 -0.18 -0.20
O 2.653139 -0.177725 -0.328520 0.90 0.63 -0.11 -0.16
O 2.911651 -2.139363 0.645686 0.27 -0.13 0.22 0.06
O 2.635723 2.424675 -0.032286 1.11 0.69 1.18 -0.42
O 0.759570 1.067155 0.629556 0.46 0.98 0.24 -0.24
O 0.234380 0.219277 -1.273450 -1.13 -0.59 -1.40 -0.31
S 0.005416 -2.553350 -0.742597 0.07 -0.82 0.95 0.78
S 1.811453 1.412500 -0.611620 -1.05 -1.11 -0.12 1.04
H 0.207966 -1.659875 1.423058 -0.20 -0.45 2.11 0.07
H -1.861728 2.268220 0.467442 -0.50 -1.51 -1.55 0.10
H -3.350928 1.338102 0.055224 0.73 -0.34 -0.14 0.06
H -2.056191 1.362705 -1.237331 -0.17 0.51 1.26 0.09
H -1.885693 -0.767469 0.079762 -1.69 -2.93 -1.47 0.04
H -1.613811 0.081185 1.445209 0.08 0.01 2.09 0.09
H 0.595055 -1.782590 -1.625549 0.03 0.31 -1.06 -0.12
```
Positions in Å, forces in eV/Å.

The value obtained for the HOMO energy is -4.727 eV. Its charge is -1. The HOMO-LUMO gap comes out at 7.997 eV.

***

# C32H29AsN4OPdS2

C32H29AsN4OPdS2 as an isolated structure (ωB97M-V with the def2-TZVPD basis set, the OMol25 dataset).

```
70
Properties=species:S:1:pos:R:3:forces:R:3:lowdin_charge:R:1
Pd 0.200417 -0.212195 0.484333 0.08 -0.06 -0.02 0.48
S 2.733887 -0.212229 0.152795 -0.03 0.03 0.00 0.85
C 3.229491 1.399113 -0.124564 0.01 -0.01 0.00 -0.67
C 4.617315 1.665708 -0.123723 0.01 -0.02 0.00 -0.08
C 5.080038 2.958345 -0.258344 0.00 0.01 0.00 -0.04
C 4.177641 4.005976 -0.407670 -0.01 -0.01 0.00 -0.01
C 2.802367 3.758309 -0.442679 0.01 0.01 0.00 -0.08
C 2.322923 2.471996 -0.314427 -0.04 0.01 -0.01 -0.39
As 0.437391 2.078552 -0.478208 0.00 0.09 0.02 1.31
C -0.414121 3.588040 0.362411 0.02 -0.01 0.01 -0.37
C -1.422446 4.298328 -0.278481 -0.02 -0.02 -0.02 -0.08
C -2.050322 5.346888 0.382189 0.00 0.00 0.00 -0.06
C -1.670752 5.686267 1.672559 0.01 -0.01 0.00 -0.06
C -0.659707 4.977195 2.311141 -0.01 0.02 0.00 -0.07
C -0.035765 3.925113 1.660736 0.02 -0.02 0.02 -0.13
C 0.056410 2.208924 -2.355773 0.00 -0.01 -0.01 -0.37
C -1.189933 1.766219 -2.793319 0.01 0.00 0.02 -0.13
C -1.517407 1.848252 -4.137188 0.00 0.00 -0.01 -0.06
C -0.596997 2.356241 -5.044559 -0.01 -0.01 0.00 -0.05
C 0.649090 2.782476 -4.609991 0.01 0.00 0.01 -0.06
C 0.981171 2.711124 -3.264075 -0.01 0.01 0.00 -0.08
H 5.307078 0.841461 0.000775 0.00 0.00 0.00 0.11
H 6.143116 3.155229 -0.245121 0.00 0.00 0.00 0.12
H 4.539807 5.020398 -0.509298 0.00 0.00 0.00 0.12
H 2.112687 4.583247 -0.576937 0.00 0.00 0.00 0.12
H -1.712226 4.050474 -1.292187 0.01 0.00 0.00 0.10
H -2.828637 5.905733 -0.120008 0.00 0.00 0.00 0.12
H -2.153562 6.512040 2.177870 0.00 0.00 0.00 0.11
H -0.350271 5.253309 3.311134 0.00 0.00 0.00 0.11
H 0.759926 3.381653 2.161739 -0.01 0.01 -0.01 0.10
H -1.908127 1.357694 -2.090869 0.00 0.00 0.00 0.07
H -2.487406 1.511706 -4.477627 0.00 0.00 0.00 0.11
H -0.851720 2.416407 -6.094073 0.00 0.00 0.00 0.12
H 1.366587 3.173531 -5.318711 0.00 0.00 0.00 0.12
H 1.956228 3.047554 -2.936986 0.00 0.00 0.00 0.10
C 1.979202 0.164445 3.386830 0.00 -0.01 -0.01 -0.04
C 0.608009 0.742244 3.536013 -0.01 0.00 -0.01 -0.30
C 0.293571 1.468988 4.702384 0.00 0.02 0.00 0.01
C -0.948924 2.007322 4.849415 0.01 -0.01 0.01 0.03
C -1.914726 1.795525 3.845703 -0.01 0.00 -0.02 -0.15
C -3.232777 2.306247 3.964624 0.01 -0.01 0.00 0.03
C -4.179593 2.058134 3.001652 0.00 0.00 0.00 -0.03
C -3.843387 1.280044 1.898705 0.00 0.01 0.00 -0.06
C -2.547112 0.775693 1.718421 0.00 -0.03 -0.03 -0.59
S -2.236922 -0.167111 0.347296 -0.03 0.02 0.05 0.84
C -1.540604 1.049701 2.714159 0.00 0.02 0.01 -0.23
N -0.276611 0.562430 2.563923 -0.01 0.03 -0.03 0.05
H 2.447218 0.030216 4.359796 0.00 -0.01 0.00 0.09
H 2.612321 0.839570 2.806074 0.00 0.01 0.01 0.07
H 1.944414 -0.794367 2.871237 0.00 0.00 0.00 0.05
H 1.049338 1.586464 5.466181 0.00 0.00 0.00 0.13
H -1.210705 2.576480 5.732879 0.00 0.00 0.00 0.14
H -3.481292 2.890177 4.842133 0.00 0.00 0.00 0.13
H -5.183257 2.445915 3.103005 0.00 0.00 0.00 0.13
H -4.587662 1.050705 1.147185 0.00 0.00 0.00 0.12
C 0.440407 -6.198913 -0.720885 0.00 0.00 0.01 0.00
N 0.373023 -4.751944 -0.600876 0.00 -0.02 -0.01 -0.08
C 0.337684 -3.827298 -1.721237 0.01 0.02 0.00 0.00
C 0.328214 -2.508508 -0.982815 0.01 -0.02 0.00 -0.51
O 0.262184 -1.383019 -1.487687 -0.01 0.01 -0.01 -0.08
N 0.396376 -2.706634 0.350241 -0.03 -0.05 0.01 0.12
C 0.424266 -4.045910 0.528910 0.01 0.01 -0.01 -0.39
N 0.496590 -4.599381 1.732742 0.01 -0.01 0.01 0.24
H 0.096094 -6.480793 -1.712202 0.00 0.00 0.00 0.10
H -0.223783 -6.672480 0.002139 0.00 0.00 0.00 0.10
H 1.458621 -6.566289 -0.586319 0.00 0.00 0.00 0.11
H -0.558394 -3.948594 -2.331533 0.00 0.00 0.00 0.15
H 1.218328 -3.914105 -2.360799 0.00 0.00 0.00 0.15
H 0.509362 -4.004876 2.542287 0.00 0.00 0.00 0.13
H 0.543457 -5.594649 1.862652 0.00 0.00 0.00 0.12
```
Positions in Å, forces in eV/Å.

The value obtained for the HOMO energy (spin up / spin down) is -12.564 / -13.997 eV. Its expectation value of S² is 6.066. Its charge is +2. The HOMO-LUMO gap (spin up / spin down) comes out at 6.986 / 6.223 eV. Its spin multiplicity is 5.

***

# C21H21BrCl5N3RhTe

C21H21BrCl5N3RhTe as an isolated structure (ωB97M-V with the def2-TZVPD basis set, the OMol25 dataset).

```
53
Properties=species:S:1:pos:R:3:forces:R:3:lowdin_charge:R:1
Rh -0.310833 -0.020435 -0.597774 -0.47 -0.22 0.03 0.64
Cl -0.628950 -0.001850 2.247716 0.17 0.25 0.48 0.69
C -1.466368 -1.408091 1.661500 -0.20 -0.24 -0.49 -0.71
C -1.683089 -1.446707 0.288477 0.54 0.00 0.19 -0.32
C -2.392653 -2.537174 -0.200476 -0.01 0.25 0.19 -0.73
Cl -2.825440 -2.591371 -1.876066 0.04 0.05 -0.19 0.63
C -2.824924 -3.567908 0.633536 -0.06 -0.01 0.02 -0.70
Cl -3.714319 -4.893484 0.003947 0.03 0.00 -0.01 0.71
C -2.541891 -3.512252 2.000610 0.01 0.05 0.00 -0.70
Cl -3.040384 -4.781630 3.035450 -0.01 0.00 0.00 0.72
C -1.864953 -2.411071 2.529520 -0.05 -0.07 0.16 -0.71
Cl -1.536028 -2.313461 4.211350 0.01 0.03 -0.01 0.71
C -4.434461 1.030769 -0.643976 0.12 -0.03 0.00 -0.03
C -3.362304 2.114786 -0.642673 -0.15 0.10 0.02 -0.61
C -3.759386 3.270764 -1.563658 0.08 -0.09 0.08 -0.03
C -3.115626 2.601465 0.781647 0.06 -0.09 -0.12 -0.04
N -2.134292 1.451355 -1.164445 0.01 -0.15 0.13 -0.11
N -0.905068 2.175452 -1.099628 0.04 0.00 -0.06 -0.02
H -5.395369 1.456273 -0.357982 -0.01 0.00 -0.03 0.10
H -4.174668 0.242780 0.064090 -0.01 -0.02 -0.03 0.08
H -4.536379 0.582806 -1.635320 -0.05 0.00 0.01 0.09
H -4.662782 3.753356 -1.191962 0.00 0.02 -0.01 0.10
H -3.961168 2.905381 -2.573023 -0.02 0.03 -0.01 0.09
H -2.977849 4.032831 -1.613031 -0.01 0.02 0.00 0.08
H -4.056603 2.921511 1.226251 -0.01 0.00 -0.02 0.10
H -2.442386 3.461071 0.814539 0.01 0.01 0.04 0.08
H -2.710112 1.791663 1.390152 0.01 0.04 0.05 0.06
H -2.292716 1.173655 -2.125680 0.07 0.00 -0.08 0.10
H -0.814866 2.543063 -0.160443 -0.08 0.17 0.05 0.08
H -0.854209 2.952790 -1.753852 0.06 -0.01 -0.07 0.11
Te 0.388664 -1.609548 -2.648645 0.07 0.15 -0.60 1.15
C 0.255463 -0.661953 -4.520285 -0.03 -0.08 0.24 -0.62
C 0.910788 -1.216220 -5.618183 0.03 -0.08 0.06 -0.15
C 0.779714 -0.629136 -6.866768 0.00 0.00 -0.06 -0.07
C -0.018843 0.494701 -7.031850 0.04 -0.04 0.06 -0.06
C -0.666450 1.051789 -5.936716 -0.05 0.07 -0.04 -0.07
C -0.523504 0.481818 -4.683817 0.01 -0.02 0.07 -0.16
H 1.519510 -2.102847 -5.495801 -0.01 -0.01 -0.03 0.09
H 1.294666 -1.058337 -7.715812 -0.01 -0.01 0.00 0.11
H -0.137755 0.935484 -8.012203 0.02 0.01 0.00 0.11
H -1.286194 1.930022 -6.064464 0.01 0.00 0.01 0.11
H -1.016814 0.915787 -3.823441 -0.01 0.03 -0.03 0.06
Br 6.535751 -0.119085 0.139784 -0.24 0.02 0.01 0.82
C 4.658887 0.020488 0.067141 0.09 0.00 -0.03 -0.67
C 3.860014 -1.027524 0.500787 0.11 0.02 0.04 -0.08
C 2.490000 -0.884586 0.406847 0.07 0.01 0.09 -0.16
N 1.904333 0.211773 -0.086531 -0.19 -0.17 -0.10 -0.09
C 2.683047 1.216627 -0.490525 0.00 0.06 -0.02 -0.12
C 4.062395 1.169455 -0.430374 0.09 -0.01 0.06 -0.08
H 4.297959 -1.929930 0.901821 -0.05 -0.02 0.00 0.12
H 1.832494 -1.678677 0.743711 0.00 0.00 -0.01 0.11
H 2.182892 2.093479 -0.882045 -0.02 -0.02 -0.03 0.11
H 4.657955 2.006985 -0.763029 -0.02 0.00 -0.02 0.11
```
Positions in Å, forces in eV/Å.

The value obtained for the HOMO energy (spin up / spin down) is -10.466 / -11.443 eV. Its expectation value of S² is 6.017. Its charge is +1. The HOMO-LUMO gap (spin up / spin down) comes out at 7.825 / 6.591 eV. Its spin multiplicity is 5.

***

Question: Number 1 is which compound?
Answer: C6H4O